No. 1
DFT (wB97M-V/def2-TZVPD) results for a molecular structure, C4H9NOP at a distorted geometry.

Values from the calculation:
- F_max: 0.0756 hartree/bohr
- E_tot: -17109.644 eV
- Total charge: +1

Each line ends with the Mulliken charge.
Atoms and positions in Å:
C -0.063 3.646 -0.281  -0.0782
C 0.569 -1.580 -0.598  0.3531
C -0.909 -1.855 1.096  -1.0646
C 0.563 -1.969 0.785  -0.1079
N 0.015 2.636 -0.974  -0.3635
O 0.412 -1.892 -1.688  -0.1943
P 0.352 0.874 -0.771  0.1307
H 0.120 3.925 0.802  0.2234
H -0.516 4.465 -0.791  0.2742
H -1.266 -0.868 0.862  0.3204
H -1.024 -2.042 2.089  0.3681
H -1.587 -2.518 0.516  0.3517
H 0.865 -3.072 0.689  0.2753
H 1.206 -1.445 1.398  0.3153
H 1.573 1.037 -1.241  0.0907
H -0.309 0.659 -1.892  0.1055

***

No. 2
DFT (wB97M-V/def2-TZVPD) results for a single C2HClN2O2 molecule.

Values from the calculation:
- F_max: 0.0143 hartree/bohr
- SMILES: O=c1[nH]nc(Cl)o1
- E_tot: -21687.365 eV

Each line ends with the Mulliken charge.
Atoms and positions in Å:
O 2.021 -1.096 -0.007  -0.5268
C 0.981 -0.516 0.005  0.5264
N 0.665 0.811 0.002  0.1891
N -0.694 1.046 -0.005  -0.5605
C -1.177 -0.130 -0.005  0.5526
Cl -2.822 -0.539 -0.001  -0.1205
O -0.278 -1.140 0.003  -0.2768
H 1.305 1.564 0.008  0.2166

***

No. 3
DFT (wB97M-V/def2-TZVPD) results for 3 unconnected molecules or ions with the total composition C4H11NO2 at a distorted geometry.

Values from the calculation:
- F_max: 0.0391 hartree/bohr
- SMILES: C=C/C=C/N.O.O
- E_tot: -9908.228 eV

Each line ends with the Mulliken charge.
Atoms and positions in Å:
C -1.653 2.252 -0.457  -0.7630
C -1.107 1.314 0.330  -0.1358
C 0.076 0.526 -0.061  -0.7644
C 1.148 0.413 0.809  -0.1029
N 2.422 0.797 0.454  -0.4421
H -2.224 3.094 -0.087  0.2575
H -1.553 2.230 -1.537  0.2790
H -1.376 1.179 1.385  0.2799
H 0.034 -0.184 -0.873  0.5882
H 1.057 0.075 1.843  0.3221
H 3.056 0.625 1.214  0.2631
H 2.492 1.649 -0.069  0.2400
O -1.501 -2.538 0.152  -0.6832
H -1.824 -1.682 -0.121  0.3291
H -1.425 -2.463 1.113  0.3283
O 1.009 -2.115 -1.311  -0.6435
H 1.277 -2.929 -1.739  0.2916
H 0.091 -2.244 -1.045  0.3561